Entry from OMol25: a molecular structure, C32H41CaCl2N4O2PS2 in a non-equilibrium geometry (ωB97M-V/def2-TZVPD).

ORCA input file:
```
! RIJCOSX wB97M-V def2-TZVPD def2/J DEFGRID3
* xyz 0 1
Ca -0.195 0.735 -0.191
C -4.940 -1.618 0.099
C -3.778 -0.769 0.604
C -2.750 -1.670 1.297
P -2.872 0.300 -0.590
C -3.845 1.844 -0.814
C -3.179 2.694 -1.899
C -5.342 1.713 -1.073
C -2.766 -0.518 -2.213
C -3.927 -0.904 -2.904
C -3.923 -1.458 -4.168
C -5.191 -1.873 -4.867
C -2.667 -1.611 -4.762
C -1.500 -1.246 -4.126
C -1.487 -0.685 -2.823
N -0.318 -0.302 -2.193
C 0.908 -0.608 -2.841
C 1.685 0.450 -3.343
C 1.161 1.865 -3.308
C 2.944 0.201 -3.865
C 3.476 -1.085 -3.919
C 4.853 -1.329 -4.477
C 2.685 -2.124 -3.455
C 1.408 -1.914 -2.928
C 0.602 -3.109 -2.489
H -5.386 -2.154 0.941
H -4.592 -2.362 -0.620
H -5.727 -1.036 -0.378
H -4.151 -0.049 1.342
H -2.285 -2.349 0.574
H -3.226 -2.291 2.060
H -1.959 -1.098 1.787
H -3.698 2.348 0.148
H -3.206 2.185 -2.866
H -2.137 2.930 -1.671
H -3.711 3.643 -2.000
H -5.550 1.223 -2.025
H -5.788 2.711 -1.120
H -5.856 1.164 -0.283
H -4.887 -0.766 -2.422
H -6.067 -1.588 -4.281
H -5.242 -2.953 -5.023
H -5.287 -1.403 -5.849
H -2.600 -2.029 -5.763
H -0.557 -1.373 -4.643
H 1.203 2.322 -2.313
H 0.118 1.914 -3.624
H 1.756 2.506 -3.959
H 3.527 1.036 -4.244
H 4.933 -0.981 -5.509
H 5.101 -2.391 -4.463
H 5.620 -0.804 -3.902
H 3.069 -3.140 -3.506
H 1.209 -3.794 -1.892
H 0.238 -3.666 -3.356
H -0.265 -2.822 -1.900
Cl 2.732 0.143 -0.065
C 2.439 -1.382 0.827
Cl 0.759 -1.962 0.672
H 2.613 -1.193 1.877
H 3.089 -2.130 0.395
N 2.951 7.429 3.620
C 2.211 6.367 3.136
C 0.897 6.155 3.561
C 0.149 5.116 3.040
C 0.707 4.275 2.084
C 2.015 4.483 1.646
C 2.758 5.517 2.166
S -0.181 2.933 1.436
O 0.037 2.938 -0.035
O -1.554 3.089 1.858
N 0.489 1.576 1.878
C 0.467 1.129 3.206
S -0.027 2.041 4.593
C 0.339 0.707 5.598
C 0.834 -0.298 4.842
N 0.905 -0.066 3.487
H 2.652 7.846 4.484
H 3.950 7.375 3.516
H 0.461 6.817 4.300
H -0.871 4.958 3.362
H 2.443 3.833 0.894
H 3.771 5.685 1.819
H 0.177 0.735 6.663
H 1.151 -1.257 5.229
*
```

Properties
Frontier orbital gap, eV: 7.0
ΔE to the lowest compared entry with this formula, charge and spin, eV: 0.354
HOMO, eV: -6.5

---

Entry from OMol25: 2 unconnected molecules or ions with the total composition C32H41N2O3 in a non-equilibrium geometry (ωB97M-V/def2-TZVPD).

ORCA input file:
```
! RIJCOSX wB97M-V def2-TZVPD def2/J DEFGRID3
* xyz 1 1
C -2.110 -6.680 -5.256
C -1.150 -7.774 -6.013
C 0.295 -7.808 -5.172
C 1.030 -6.343 -5.212
C 2.591 -6.575 -4.677
C 2.941 -5.694 -3.332
C 3.955 -4.408 -3.630
C 3.498 -3.144 -2.689
C 3.976 -3.513 -1.146
C 5.114 -2.412 -0.726
C 5.167 -2.272 0.906
C 4.660 -0.738 1.271
C 3.743 -0.898 2.655
C 2.128 -1.114 2.289
C 1.436 0.383 2.576
C 1.007 1.200 1.232
C 0.383 2.701 1.649
O -0.056 3.696 0.658
C 0.399 2.866 3.276
N 0.809 1.956 4.363
N 1.314 0.748 4.012
H -1.958 -5.634 -5.785
H -1.833 -6.654 -4.106
H -3.241 -6.982 -5.322
H -1.606 -8.861 -6.012
H -0.894 -7.371 -7.084
H 1.003 -8.632 -5.611
H 0.103 -8.097 -4.038
H 0.411 -5.626 -4.486
H 0.991 -5.850 -6.274
H 3.341 -6.390 -5.562
H 2.673 -7.722 -4.360
H 1.940 -5.332 -2.820
H 3.464 -6.443 -2.568
H 3.963 -4.096 -4.758
H 5.056 -4.789 -3.372
H 2.312 -3.039 -2.693
H 3.959 -2.126 -3.058
H 3.094 -3.578 -0.377
H 4.522 -4.572 -1.161
H 6.152 -2.776 -1.126
H 4.899 -1.366 -1.240
H 6.298 -2.322 1.279
H 4.480 -3.017 1.491
H 4.065 -0.213 0.411
H 5.566 -0.044 1.576
H 3.866 0.137 3.234
H 4.165 -1.731 3.364
H 1.964 -1.460 1.168
H 1.626 -1.934 2.964
H 1.122 0.846 0.116
H 0.760 3.814 0.054
H -0.008 3.926 3.653
H 1.621 0.079 4.775
C -6.627 9.884 4.122
C -5.321 10.369 4.068
C -4.285 9.539 3.635
C -4.555 8.215 3.267
C -5.858 7.723 3.344
C -6.898 8.563 3.762
C -6.146 6.315 3.005
O -7.291 5.883 3.069
C -5.035 5.433 2.596
C -5.285 4.080 2.328
C -4.242 3.242 1.928
C -2.952 3.752 1.786
C -2.699 5.098 2.058
C -3.741 5.937 2.473
C -3.457 7.350 2.793
O -2.322 7.798 2.673
H -7.436 10.533 4.451
H -5.108 11.394 4.361
H -3.269 9.926 3.591
H -7.920 8.190 3.812
H -6.290 3.675 2.433
H -4.437 2.191 1.725
H -2.141 3.101 1.467
H -1.688 5.488 1.949
*
```

Properties
Frontier orbital gap, eV: 5.9
HOMO, eV: -11.3

---

Entry from OMol25: a molecular structure, C32H41N2O3P2PtSSi2 (ωB97M-V/def2-TZVPD).

ORCA input file:
```
! RIJCOSX wB97M-V def2-TZVPD def2/J DEFGRID3
* xyz -1 3
Pt 0.020 1.297 -1.013
C -3.537 -1.934 -2.373
Si -2.668 -0.269 -2.187
C -1.718 0.027 -3.769
C -3.997 1.033 -2.012
N -1.524 -0.321 -0.904
P -1.491 -0.173 0.699
C 0.017 0.319 1.263
P 1.512 -0.209 0.685
N 1.575 -0.257 -0.919
Si 2.846 -0.581 -2.032
C 2.439 -2.181 -2.922
C 2.982 0.777 -3.305
C 4.525 -0.845 -1.232
C 2.117 -1.850 1.243
C 3.240 -2.086 2.029
C 3.642 -3.385 2.322
C 2.929 -4.464 1.825
C 1.817 -4.241 1.021
C 1.421 -2.947 0.729
C 2.697 0.993 1.391
C 2.896 1.075 2.768
C 3.699 2.066 3.309
C 4.293 3.010 2.479
C 4.074 2.956 1.112
C 3.281 1.950 0.572
C -2.705 1.064 1.328
C -3.587 0.777 2.367
C -4.452 1.746 2.863
C -4.454 3.022 2.322
C -3.578 3.320 1.285
C -2.715 2.353 0.798
C -2.152 -1.716 1.431
C -3.405 -2.205 1.065
C -3.869 -3.409 1.567
C -3.085 -4.141 2.453
C -1.847 -3.653 2.841
C -1.389 -2.442 2.335
H -3.877 -2.046 -3.406
H -4.413 -2.037 -1.729
H -2.858 -2.760 -2.150
H -2.292 -0.286 -4.646
H -0.786 -0.544 -3.746
H -1.461 1.081 -3.881
H -4.701 0.944 -2.845
H -3.563 2.034 -2.035
H -4.558 0.927 -1.079
H 1.464 -2.104 -3.410
H 2.391 -3.008 -2.209
H 3.185 -2.426 -3.683
H 1.998 1.150 -3.594
H 3.486 0.396 -4.197
H 3.544 1.637 -2.934
H 4.546 -1.774 -0.657
H 4.815 -0.030 -0.568
H 5.280 -0.921 -2.020
H 3.824 -1.255 2.401
H 4.521 -3.550 2.933
H 3.244 -5.475 2.051
H 1.260 -5.078 0.616
H 0.567 -2.776 0.081
H 2.392 0.378 3.426
H 3.847 2.115 4.381
H 4.910 3.794 2.901
H 4.508 3.701 0.457
H 3.092 1.934 -0.495
H -3.601 -0.208 2.816
H -5.122 1.494 3.676
H -5.130 3.777 2.704
H -3.568 4.311 0.847
H -2.050 2.611 -0.019
H -4.025 -1.635 0.383
H -4.842 -3.779 1.267
H -3.445 -5.085 2.843
H -1.234 -4.211 3.538
H -0.432 -2.047 2.651
C -0.202 5.223 -1.177
S 0.012 3.915 -2.353
O -1.172 3.037 -2.171
O 0.134 4.512 -3.657
O 1.203 3.159 -1.895
H 0.439 6.052 -1.465
H 0.069 4.852 -0.192
H -1.246 5.528 -1.193
*
```

Properties
Frontier orbital gap (alpha / beta), eV: 6.8 / 7.1
HOMO (alpha / beta), eV: -4.1 / -4.6